# 1
The following is a DFT calculation (ωB97M-V with the def2-TZVPD basis set) of a cluster of 2 separate species, C6H5IOS in total.

Geometry as XYZ:
```
14
Properties=species:S:1:pos:R:3
C -1.459 -1.592 0.545
C -0.088 -1.380 0.458
C -2.185 -0.822 -0.325
C 0.260 -0.433 -0.511
C 1.057 2.646 0.523
C 1.486 0.031 -0.907
O -0.055 2.975 0.296
S -1.193 0.198 -1.285
I 3.274 -0.590 -0.032
H -1.912 -2.286 1.229
H 0.648 -1.880 1.059
H -3.248 -0.794 -0.458
H 1.814 3.180 1.108
H 1.600 0.748 -1.698
```

Its molecular weight is 252.08 Da. As for the frontier orbital gap (alpha / beta): 7.2887 / 7.5247 eV. Its HOMO energy (alpha / beta) is -7.093 / -8.183 eV. The relative energy (zero: lowest compared OMol25 entry of this formula, charge and spin) comes out at 44.8 kcal/mol.

***

# 2
The following is a DFT calculation (ωB97M-V with the def2-TZVPD basis set) of a structure of composition C6H5InNO2.

Geometry as XYZ:
```
15
Properties=species:S:1:pos:R:3
In 4.301 -0.144 -2.803
C -1.901 1.004 0.245
C -1.964 -0.375 0.026
C -0.819 -1.125 0.133
C 0.394 -0.476 0.129
C 0.465 0.949 0.138
C -0.675 1.691 0.313
N 1.662 -1.202 0.166
O 1.707 -2.267 0.745
O 2.664 -0.736 -0.386
H -2.812 1.582 0.193
H -2.891 -0.926 -0.029
H -0.905 -2.197 0.239
H 1.387 1.486 0.303
H -0.613 2.734 0.588
```

Its molecular weight is 237.93 Da. As for the net charge: +3. As for the frontier orbital gap: 3.4764 eV. Its HOMO energy is -22.418 eV. The relative energy (zero: lowest compared OMol25 entry of this formula, charge and spin) comes out at 37.7 kcal/mol.

***

# 3
The following is a DFT calculation (ωB97M-V with the def2-TZVPD basis set) of an isolated molecule of C6H5N.

Geometry as XYZ:
```
12
Properties=species:S:1:pos:R:3
C -0.062 0.987 -0.237
C -1.379 1.391 -0.306
C 0.198 -0.349 0.209
C -2.258 0.401 0.148
C -0.875 -1.116 0.576
C 1.610 -0.949 0.118
N -2.190 -0.842 0.568
H 0.722 1.699 -0.507
H -1.616 2.422 -0.742
H 2.209 -0.378 -0.516
H 2.174 -1.366 1.039
H 1.467 -1.900 -0.349
```

Its molecular weight is 91.11 Da. As for the frontier orbital gap (alpha / beta): 8.1523 / 9.1876 eV. Its HOMO energy (alpha / beta) is -8.495 / -9.063 eV. The relative energy (zero: lowest compared OMol25 entry of this formula, charge and spin) comes out at 90.3 kcal/mol.

***

# 4
The following is a DFT calculation (ωB97M-V with the def2-TZVPD basis set) of a structure of composition C6H5N3O.

Geometry as XYZ:
```
15
Properties=species:S:1:pos:R:3
C -1.179 0.843 -0.046
C 0.880 -0.052 -0.045
C 2.165 -0.043 0.011
C 3.013 -1.138 -0.004
C -1.260 -0.632 0.035
C -2.403 -1.442 -0.052
H -3.289 1.600 0.268
H -2.000 2.567 0.272
H 2.486 1.310 0.290
H 4.177 -0.902 -0.266
H 2.611 -1.997 -0.112
N -2.043 1.751 -0.157
N 0.148 -1.066 -0.102
N -3.439 -1.955 -0.016
O 0.133 1.156 -0.074
```

Its molecular weight is 135.13 Da. As for the frontier orbital gap: 7.8325 eV. Its HOMO energy is -8.041 eV. The relative energy (zero: lowest compared OMol25 entry of this formula, charge and spin) comes out at 138.2 kcal/mol.

***

# 5
The following is a DFT calculation (ωB97M-V with the def2-TZVPD basis set) of an isolated molecule of C6H5NO.

Geometry as XYZ:
```
13
Properties=species:S:1:pos:R:3
C -0.799 1.756 1.635
C -0.381 0.772 0.646
C -1.044 0.228 -0.457
C -0.012 -0.395 -1.274
C 0.546 -1.336 -0.175
C 0.910 0.133 0.299
H -2.157 0.134 -0.777
H -0.003 -0.653 -2.350
H 1.431 -1.902 -0.496
H -0.019 -1.974 0.442
H 1.739 0.294 1.098
N -1.279 2.409 2.481
O 1.068 0.535 -1.072
```

Its molecular weight is 107.11 Da. As for the frontier orbital gap: 9.4232 eV. Its HOMO energy is -9.534 eV. The relative energy (zero: lowest compared OMol25 entry of this formula, charge and spin) comes out at 66.2 kcal/mol.

***

# 6
The following is a DFT calculation (ωB97M-V with the def2-TZVPD basis set) of an isolated molecule of C6H5NO.

Geometry as XYZ:
```
13
Properties=species:S:1:pos:R:3
C 0.539 0.114 2.480
C 0.849 0.057 1.121
C 1.951 0.755 0.532
O 1.780 1.476 -0.607
C -0.416 -0.214 0.220
C -0.590 -0.291 -1.148
C -1.812 -0.940 -1.421
N -2.795 -1.433 -1.725
H -0.603 0.145 3.144
H 1.140 0.663 3.089
H 2.907 1.008 1.211
H -1.605 -0.312 0.765
H 0.367 -0.159 -1.989
```

Its molecular weight is 107.11 Da. As for the frontier orbital gap: 8.3833 eV. Its HOMO energy is -9.771 eV. The relative energy (zero: lowest compared OMol25 entry of this formula, charge and spin) comes out at 107.6 kcal/mol.

***

# 7
The following is a DFT calculation (ωB97M-V with the def2-TZVPD basis set) of an isolated molecule of C6H5NO.

Geometry as XYZ:
```
13
Properties=species:S:1:pos:R:3
C 1.720 0.563 1.049
C 1.511 -0.061 -0.095
C 0.084 -0.291 -0.780
C -1.450 -0.088 -0.316
C -1.816 1.031 0.227
O -1.954 2.085 0.705
C -2.083 -1.363 -0.199
N -2.469 -2.425 -0.042
H 0.994 1.195 1.567
H 2.667 0.918 1.477
H 2.252 -0.538 -0.745
H 0.311 0.284 -1.646
H 0.233 -1.309 -1.202
```

Its molecular weight is 107.11 Da. As for the frontier orbital gap: 9.6538 eV. Its HOMO energy is -9.788 eV. The relative energy (zero: lowest compared OMol25 entry of this formula, charge and spin) comes out at 44.6 kcal/mol.

***

# 8
The following is a DFT calculation (ωB97M-V with the def2-TZVPD basis set) of an isolated molecule of C6H5NO.

Geometry as XYZ:
```
13
Properties=species:S:1:pos:R:3
C -1.041 1.491 -0.258
C -0.795 0.137 0.245
C -2.066 -0.685 0.032
O -2.176 -1.844 -0.298
C 0.464 -0.796 0.282
C 1.709 -0.030 0.029
C 3.156 -0.371 -0.185
N 4.306 -0.783 -0.110
H -2.182 1.642 -0.418
H -0.380 2.239 -0.204
H -3.011 -0.036 0.517
H 0.425 -2.056 0.124
H 1.590 1.092 0.244
```

Its molecular weight is 107.11 Da. As for the frontier orbital gap: 8.1367 eV. Its HOMO energy is -9.590 eV. The relative energy (zero: lowest compared OMol25 entry of this formula, charge and spin) comes out at 93.9 kcal/mol.

***

# 9
The following is a DFT calculation (ωB97M-V with the def2-TZVPD basis set) of an isolated molecule of C6H5NO.

Geometry as XYZ:
```
13
Properties=species:S:1:pos:R:3
C 0.129 0.429 1.398
C 1.238 1.065 0.971
C -1.846 -0.476 -0.211
C -0.631 -0.768 -0.608
C -0.794 0.453 0.274
C 0.996 1.549 -0.395
N 0.418 -1.379 -1.156
O -0.256 1.401 -0.655
H -0.062 -0.097 2.314
H 2.168 1.185 1.490
H -2.891 -0.627 -0.268
H 1.262 -0.807 -1.166
H 0.269 -1.929 -1.989
```

Its molecular weight is 107.11 Da. As for the frontier orbital gap: 8.2994 eV. Its HOMO energy is -7.966 eV. The relative energy (zero: lowest compared OMol25 entry of this formula, charge and spin) comes out at 105.9 kcal/mol.

***

# 10
The following is a DFT calculation (ωB97M-V with the def2-TZVPD basis set) of a structure of composition C6H5NO2.

Geometry as XYZ:
```
14
Properties=species:S:1:pos:R:3
C -0.383 0.799 -1.671
C 0.065 -0.003 -0.465
C -0.980 -0.257 0.237
C -0.946 -0.781 1.606
C 0.423 -1.073 1.927
C 1.394 -0.171 0.013
H 0.297 2.061 -2.978
H -1.893 0.098 -0.233
H -1.853 -1.149 2.022
H 0.902 -1.430 2.978
H 2.215 0.043 -0.554
N 1.540 -0.672 1.259
O 0.704 1.026 -2.488
O -1.484 1.508 -1.654
```

Its molecular weight is 123.11 Da. As for the frontier orbital gap: 9.8793 eV. Its HOMO energy is -9.992 eV. The relative energy (zero: lowest compared OMol25 entry of this formula, charge and spin) comes out at 75.4 kcal/mol.

***

# 11
The following is a DFT calculation (ωB97M-V with the def2-TZVPD basis set) of an isolated molecule of C6H5NO2.

Geometry as XYZ:
```
14
Properties=species:S:1:pos:R:3
N -0.960 -3.246 1.723
C -0.897 -2.428 0.922
C -0.506 -1.473 -0.119
O -0.365 -2.055 -1.296
C 0.769 -0.813 0.491
C 0.995 0.517 0.411
C -0.058 1.384 0.166
C -1.312 0.917 -0.197
O -1.699 -0.270 -0.258
H -1.280 -2.432 -1.574
H 1.595 -1.620 0.742
H 1.898 0.768 0.890
H 0.120 2.519 0.296
H -2.139 1.499 -0.348
```

Its molecular weight is 123.11 Da. As for the frontier orbital gap: 8.5854 eV. Its HOMO energy is -8.247 eV. The relative energy (zero: lowest compared OMol25 entry of this formula, charge and spin) comes out at 93.0 kcal/mol.

***

# 12
The following is a DFT calculation (ωB97M-V with the def2-TZVPD basis set) of a structure of composition C6H5NS.

Geometry as XYZ:
```
13
Properties=species:S:1:pos:R:3
C -2.909 1.000 0.553
C -1.779 0.607 0.722
C -0.412 0.156 0.903
C 0.622 0.570 -0.163
C 1.344 -0.798 -0.223
C 1.707 -1.276 -1.545
H -3.934 1.305 0.400
H -0.098 0.413 1.938
H 0.095 0.756 -1.078
H 1.245 1.392 0.098
H 2.218 -0.836 0.413
N 1.990 -1.656 -2.608
S -0.088 -1.632 0.590
```

Its molecular weight is 123.18 Da. As for the frontier orbital gap: 10.1019 eV. Its HOMO energy is -9.596 eV. The relative energy (zero: lowest compared OMol25 entry of this formula, charge and spin) comes out at 36.8 kcal/mol.

***

Question: Which of these has the highest relative energy (zero: lowest compared OMol25 entry of this formula, charge and spin)?
Answer: C6H5N3O